[1]
Density functional theory data (ωB97M-V with the def2-TZVPD basis set) for a 9-piece molecular cluster, C38H94BrN2O16 overall at a distorted geometry.

As for the net charge: +1. The calculation puts the orbital gap at 0.2007 Ha. The highest occupied orbital energy comes out at -10.16 eV. The calculation puts the energy above the lowest of the compared OMol25 structures with the same formula, charge and spin at 58.5 kJ/mol. The max |F| comes out at 2.5 eV/Å.

XYZ file:
```
151
Properties=species:S:1:pos:R:3:forces:R:3
Br -0.624 0.192 -2.689 0.0 0.0 0.3
O 0.180 0.676 2.666 0.1 0.2 -0.1
O 2.221 4.090 7.487 -0.2 0.0 0.1
O 5.977 7.203 5.914 0.1 0.0 0.2
O 2.712 1.135 1.274 -0.2 -0.5 0.1
O 1.106 2.039 9.266 0.1 0.0 -0.3
O 2.162 -5.816 4.130 0.0 0.2 -0.2
O -7.798 -3.978 -1.989 0.1 -0.1 -0.2
O 2.195 -2.958 3.449 -0.2 -0.1 0.1
O -2.756 -4.236 -6.617 0.0 -0.1 0.2
O 1.876 -1.837 -8.788 0.0 0.2 0.2
O 2.554 4.801 2.406 0.0 0.2 -0.2
O -1.571 -6.743 -7.583 -0.2 0.3 0.0
O 5.107 5.739 1.292 -0.1 -0.1 0.2
O 1.300 0.409 -6.990 -0.2 -0.1 -0.1
O -9.569 -6.257 -2.529 0.3 0.1 0.1
O 5.303 7.919 8.685 0.0 0.1 -0.3
N -2.387 -0.153 -3.323 0.7 0.7 -0.1
N -5.861 -1.275 -5.520 0.6 -0.1 0.4
C 3.230 4.189 1.309 0.1 -0.3 0.4
C -3.855 0.183 -5.386 -0.2 -0.1 0.1
C 4.734 4.372 1.409 -0.1 0.3 -0.4
C 7.291 6.914 6.365 0.0 0.0 -0.1
C 1.871 -6.080 2.768 0.0 -0.1 0.1
C -2.513 0.499 -4.657 0.0 0.0 -2.0
C 0.812 1.277 8.107 -0.1 0.0 0.1
C -1.072 -5.451 -7.893 0.2 -0.3 0.3
C -7.065 -4.355 -3.138 0.0 0.0 0.1
C -4.441 -1.250 -5.124 0.6 -0.4 -0.5
C 0.783 -2.965 3.596 0.0 0.1 0.0
C -1.357 -4.463 -6.776 -0.1 0.2 -0.4
C -3.316 -4.979 -5.545 0.0 0.1 -0.1
C -9.198 -3.873 -2.242 0.0 0.0 0.4
C 0.586 1.011 -8.060 0.1 0.1 0.0
C -9.945 -5.111 -1.778 -0.1 0.0 -0.4
C 5.843 9.205 8.425 0.0 0.0 0.1
C 1.881 -1.922 -7.373 -0.3 -0.2 -0.3
C 5.357 6.339 2.555 0.0 0.1 0.0
C 1.585 0.508 0.692 0.0 0.4 0.0
C -2.813 -7.021 -8.215 0.0 -0.1 0.0
C -8.630 -7.078 -1.849 -0.1 -0.1 -0.1
C 0.289 1.027 1.298 -0.1 -0.4 0.2
C -4.182 -1.821 -3.678 -0.2 0.8 -0.2
C 0.907 -0.933 -6.753 0.4 0.2 0.2
C 4.357 7.511 7.704 0.1 -0.3 0.3
C 3.337 0.329 2.268 0.2 0.0 0.1
C 3.286 -4.962 4.297 -0.2 -0.1 0.4
C 0.534 1.745 3.539 0.0 0.0 0.1
C 2.864 -3.528 4.569 0.3 0.1 -0.3
C 2.010 6.070 2.079 0.0 -0.1 0.1
C 2.574 3.935 8.856 0.3 -0.2 -0.3
C 2.965 -1.078 -9.299 0.0 0.0 -0.1
C 2.455 2.488 9.302 -0.2 0.2 0.3
C 0.899 4.578 7.317 0.1 0.0 -0.1
C -5.117 -1.233 -2.570 0.6 0.3 0.1
C 4.975 6.561 6.691 -0.2 0.3 -0.3
C -2.654 -1.602 -3.386 -1.5 -1.8 -0.7
H 2.715 6.682 1.512 0.0 0.0 0.0
H 6.111 9.331 7.373 0.0 0.0 0.0
H -3.063 -4.499 -4.593 0.0 -0.1 0.1
H 7.586 5.912 6.038 0.1 0.0 0.1
H 0.859 -6.479 2.711 0.0 -0.1 0.1
H 0.507 0.345 -8.923 0.0 0.0 0.1
H 5.344 7.420 2.426 0.1 0.0 -0.1
H -4.400 -4.981 -5.662 0.0 0.1 0.0
H -9.138 -7.669 -1.083 0.1 0.0 0.1
H 5.123 9.977 8.712 0.0 0.1 0.0
H 1.125 1.908 -8.363 0.0 0.0 0.1
H 1.224 1.734 7.203 0.0 0.0 0.0
H -4.337 -2.912 -3.716 0.2 0.4 -0.1
H 3.879 -1.678 -9.280 0.1 0.1 0.0
H 0.871 5.655 7.512 -0.1 0.0 0.0
H 0.341 -2.788 2.614 0.1 0.1 0.0
H 7.373 6.982 7.453 0.0 0.0 0.0
H -9.386 -3.680 -3.302 0.0 -0.1 0.0
H -0.555 0.558 0.780 0.0 0.0 -0.1
H 3.937 -0.449 1.789 0.0 -0.1 0.1
H -0.112 -1.109 -7.117 0.0 0.0 -0.1
H 3.947 -5.016 3.427 0.0 0.1 0.0
H -7.832 -6.490 -1.388 0.0 0.0 0.0
H 1.597 0.756 -0.377 0.0 0.0 -0.1
H 0.188 4.070 7.973 0.0 0.0 0.0
H 1.654 -0.580 0.785 -0.1 0.0 0.1
H 1.773 6.586 3.009 0.0 -0.1 0.0
H 0.473 -2.161 4.270 -0.1 0.0 0.0
H 5.115 3.947 2.344 -0.1 0.0 0.0
H -8.185 -7.755 -2.578 -0.1 0.0 0.0
H 3.123 -0.157 -8.734 0.0 0.0 0.0
H -2.311 1.584 -4.579 -0.3 -0.6 0.3
H -6.079 -4.696 -2.814 0.0 0.0 0.1
H -3.005 0.356 -2.683 -0.1 -0.5 0.2
H 7.969 7.643 5.921 -0.1 0.0 -0.1
H -5.716 -2.028 -2.091 0.2 0.5 -0.3
H -9.560 -3.010 -1.676 0.0 0.0 0.0
H -3.505 -6.178 -8.148 0.0 0.0 0.0
H 2.853 4.577 0.356 0.1 0.1 0.0
H 0.416 -3.922 3.975 0.1 0.0 0.0
H 1.209 0.263 8.217 0.0 0.0 -0.1
H 1.968 4.590 9.489 0.0 -0.1 0.0
H 2.608 -0.133 2.936 0.0 0.0 -0.1
H 3.993 0.968 2.858 0.0 0.1 -0.1
H 3.556 6.985 8.233 0.0 0.0 -0.1
H 0.604 4.401 6.282 0.1 0.0 0.0
H -2.648 -7.274 -9.266 -0.1 0.0 0.0
H 4.594 6.070 3.289 0.0 0.0 0.0
H 5.210 3.839 0.580 0.0 -0.1 0.0
H -7.546 -5.168 -3.687 0.0 0.0 0.0
H -6.943 -3.489 -3.800 0.0 0.0 -0.1
H -3.904 -1.936 -5.828 0.1 0.4 0.7
H 3.002 3.119 1.353 0.1 0.3 -0.1
H -1.480 -5.094 -8.843 0.0 0.1 0.0
H 0.012 -5.546 -8.009 0.0 0.1 0.0
H 3.843 -5.333 5.163 0.0 0.0 0.0
H 6.744 9.320 9.027 -0.1 0.0 0.1
H -9.792 -5.281 -0.708 0.1 0.0 0.0
H -4.512 -0.752 -1.764 -0.4 -0.4 -0.3
H 4.194 6.235 5.998 0.0 -0.1 0.1
H 3.761 -2.927 4.745 0.0 0.0 0.0
H -3.613 0.219 -6.469 -0.1 0.2 0.6
H -0.904 -3.500 -7.036 0.0 0.0 0.0
H -2.968 -6.014 -5.534 0.0 0.1 0.0
H -0.417 1.297 -7.726 -0.1 0.0 -0.1
H 2.790 2.412 10.340 0.0 0.0 0.0
H -5.782 -0.442 -2.965 0.2 -0.6 0.1
H -2.323 -2.164 -2.500 -0.1 0.8 -0.1
H 2.736 -0.815 -10.331 0.0 -0.1 0.0
H -0.911 -4.801 -5.835 0.0 -0.1 0.0
H 0.709 1.325 4.530 -0.1 -0.1 0.0
H 0.907 -1.078 -5.666 0.0 -0.1 0.0
H -11.014 -4.955 -1.944 0.0 0.0 0.0
H -2.127 -2.049 -4.257 0.1 0.7 0.5
H 3.917 8.379 7.205 0.1 0.0 -0.1
H 1.921 -5.174 2.157 0.0 0.0 0.0
H 5.377 5.671 7.185 0.0 0.0 0.1
H 1.089 5.943 1.501 0.0 0.1 -0.1
H -1.694 0.100 -5.292 -0.3 0.0 0.6
H 1.564 -2.937 -7.113 0.0 0.0 0.1
H 2.569 -6.824 2.374 0.0 0.0 -0.1
H -5.887 -1.019 -6.504 -0.2 0.1 0.1
H 2.239 -3.469 5.464 0.0 -0.1 0.0
H 2.890 -1.775 -6.977 0.0 0.1 0.0
H 3.095 1.840 8.695 0.0 0.1 -0.1
H -6.137 -2.256 -5.497 -0.2 0.2 0.0
H -0.288 2.464 3.599 0.0 0.1 0.0
H -0.271 1.224 8.005 0.0 0.0 0.1
H 3.619 4.246 8.954 0.0 0.0 0.1
H 6.341 6.038 2.926 0.0 0.0 0.1
H 1.442 2.257 3.215 -0.1 0.0 0.0
H 0.202 2.111 1.168 0.1 0.0 0.0
H -3.263 -7.877 -7.712 0.1 0.0 0.0
H -4.621 0.969 -5.228 0.4 -0.5 0.3
```
Forces are in eV/Å.

[2]
Density functional theory data (ωB97M-V with the def2-TZVPD basis set) for C38H96CoF6NO16S2 as an isolated structure at a distorted geometry.

As for the net charge: +1. The calculation puts the orbital gap (spin up / spin down) at 0.2565 / 0.2189 Ha. The highest occupied orbital energy (spin up / spin down) comes out at -11.06 / -11.06 eV. The max |F| comes out at 5.6 eV/Å. As for the spin multiplicity: 4.

XYZ file:
```
160
Properties=species:S:1:pos:R:3:forces:R:3
Co -2.995 -1.352 1.044 -0.3 1.0 1.3
S -1.107 -0.448 -1.463 -0.1 -1.3 -5.5
S -0.458 0.659 0.880 1.9 2.3 1.6
F -0.769 3.317 1.425 0.6 -0.2 0.3
F -2.650 2.284 1.328 0.2 -0.4 0.2
F 0.186 -2.412 -2.801 -0.2 0.4 0.7
F 0.360 -2.638 -0.656 -0.1 -0.1 0.6
F -1.596 2.775 -0.486 0.2 -0.2 0.5
F 1.522 -1.110 -1.700 -0.8 -0.5 0.4
O -4.415 0.093 0.184 0.5 -1.1 2.1
O 1.911 -7.209 -0.347 -1.0 -2.3 0.5
O 3.021 1.286 5.346 1.3 -1.3 -1.1
O -1.923 7.207 4.676 -0.9 0.2 1.5
O 3.430 -1.077 3.862 -0.1 -1.3 0.4
O -0.982 2.310 -5.660 -1.2 1.0 -0.6
O -3.836 -0.377 2.799 0.7 -1.2 -1.8
O -2.032 -2.838 2.329 -1.7 1.4 -1.5
O 5.876 -2.280 -5.226 0.9 0.3 0.1
O -0.641 0.792 -2.041 0.0 -1.0 1.7
O -2.177 -1.045 -2.259 0.5 -0.3 1.9
O -2.089 -5.278 -6.187 -0.3 0.5 -0.4
O 0.856 0.948 0.284 -3.0 -1.3 0.4
O 6.596 1.598 -2.529 0.5 0.2 -0.2
O -0.428 0.370 2.307 -1.1 -0.5 -1.5
O -2.061 7.579 2.052 -0.2 -0.9 0.6
N -1.521 -0.483 0.076 2.3 2.1 1.4
C 4.983 -2.908 -4.355 -1.2 -0.4 0.3
C 3.122 -5.291 -0.291 0.1 1.2 -1.0
C -1.145 -0.016 -5.350 -0.8 -1.0 0.2
C 0.752 1.819 4.817 0.7 0.1 0.6
C 2.940 -1.111 2.552 -0.6 0.2 -1.0
C 3.613 0.055 1.839 -0.5 -0.1 -0.5
C -3.011 -4.738 -5.254 -1.1 -2.0 1.1
C -1.432 2.399 0.782 -0.3 -0.9 -1.2
C -1.537 6.729 -0.087 0.2 -0.3 0.2
C -2.343 -3.836 -4.273 0.4 1.1 0.5
C 2.380 3.480 5.874 0.7 1.2 0.5
C -4.913 0.109 -1.135 -0.8 1.3 -1.8
C -6.469 0.101 -1.126 0.7 -0.6 -0.3
C -0.245 -2.978 3.896 0.1 0.3 -0.4
C 1.970 2.040 5.800 -2.6 0.4 -0.3
C 4.385 1.277 -1.663 -0.6 0.6 0.7
C 3.033 -2.483 1.909 1.0 -0.4 0.6
C -4.260 1.350 -1.814 -1.1 -0.9 -1.0
C 4.828 1.930 -4.161 -0.1 0.7 1.4
C -2.371 6.491 1.168 -0.5 1.0 -1.3
C 1.070 -5.533 -1.817 -0.1 0.0 -0.1
C -3.329 0.854 4.729 0.7 -0.3 -0.3
C -0.659 6.660 4.930 -0.1 -0.3 -1.2
C -3.874 6.386 0.891 0.1 0.5 0.1
C 5.298 1.173 -2.881 -0.5 -0.6 -0.7
C -3.744 -5.918 -4.520 0.6 -0.3 -0.6
C -0.603 5.277 4.272 0.2 0.5 0.1
C 0.399 7.606 4.453 0.7 1.0 0.1
C -0.660 -3.172 2.411 2.0 -1.9 1.4
C 0.350 -1.768 -1.639 0.2 1.6 -1.4
C 2.289 -6.177 -1.164 -0.1 1.4 -0.7
C -0.453 -4.620 1.888 -0.8 0.5 0.6
C 3.631 -2.217 -4.456 -0.7 0.4 -0.1
C -0.310 1.107 -5.897 1.2 0.2 2.0
C 0.970 1.195 -5.080 1.8 -0.3 -0.7
C -3.549 -0.573 4.177 -0.1 1.7 1.8
C -4.690 -1.266 4.838 -0.7 -1.1 0.9
C 4.852 -4.385 -4.702 0.4 0.6 -0.3
H -4.136 -5.648 -3.540 -0.4 0.1 -0.2
H 2.585 -3.239 2.554 -0.1 0.0 0.3
H 3.373 0.170 0.782 -0.1 -0.3 0.0
H 2.897 -2.873 -4.923 -0.1 -0.1 0.1
H -3.119 -6.796 -4.358 0.8 0.3 0.3
H 5.352 -2.849 -3.331 0.1 0.2 0.3
H -1.715 5.942 -0.819 0.1 0.2 -0.2
H 0.450 7.772 3.377 0.0 -0.5 -0.1
H 4.180 2.300 -1.346 -0.2 0.3 -0.5
H 5.828 -4.868 -4.652 -0.1 -0.2 0.4
H 0.794 -3.265 4.059 0.0 0.1 -0.1
H 0.435 -4.979 -1.126 0.0 -0.2 0.2
H 1.621 2.005 -5.407 -0.3 0.5 -0.3
H 4.948 2.996 -3.967 -0.2 0.2 0.3
H 1.773 4.163 6.468 -0.6 -0.3 -0.2
H 0.604 -4.859 1.770 -0.2 0.0 -0.2
H -1.624 -4.359 -3.642 0.3 -0.2 -0.2
H 3.214 0.947 2.322 0.4 0.2 0.1
H 4.114 -4.817 -4.027 0.0 -0.4 -0.3
H 4.594 -4.425 -5.760 -0.5 -0.3 0.1
H -4.091 1.535 4.349 -0.2 0.0 0.1
H -3.834 -4.256 -5.782 0.5 0.4 -0.4
H 2.525 -4.756 0.448 0.0 -0.2 0.1
H -4.621 1.440 -2.838 0.0 -0.4 -0.3
H -5.701 -0.988 4.540 0.1 0.3 -0.5
H -2.512 -3.345 2.988 -0.1 -0.1 0.1
H 0.020 1.041 -6.934 -0.5 -0.5 -0.2
H 6.710 -2.431 -4.775 0.6 0.3 -0.6
H -1.853 -3.009 -4.786 0.3 -0.1 -0.1
H -0.472 6.603 6.002 -0.7 -0.3 0.2
H 1.381 7.380 4.869 0.2 -0.3 -0.3
H 3.084 -0.278 4.268 0.1 0.4 0.4
H 4.695 -0.022 1.941 0.0 0.1 0.2
H 4.790 0.889 -0.728 0.8 -0.4 -0.3
H -2.018 7.453 3.753 0.2 0.0 -0.4
H 0.163 8.589 4.862 -0.1 0.1 0.1
H -4.645 2.287 -1.411 0.4 -0.1 0.7
H -0.370 -1.938 4.198 0.3 0.3 -0.3
H -1.707 7.716 -0.517 -0.5 0.0 -0.2
H 5.381 1.828 -5.095 0.1 -0.9 0.3
H -0.480 6.754 0.179 0.1 -0.3 0.0
H -2.651 -1.179 4.295 0.1 0.2 -0.4
H -1.722 0.257 -4.466 0.1 0.7 -0.1
H -4.640 0.147 2.774 -0.1 0.1 -0.2
H -1.880 -0.436 -6.037 0.1 0.0 -0.3
H 0.961 1.324 -3.997 -0.8 -0.4 0.0
H -1.544 4.756 4.448 0.2 -0.4 0.7
H -2.135 5.499 1.554 0.7 0.4 0.8
H -4.710 -1.087 5.913 0.4 -0.1 0.0
H -4.310 7.298 0.482 0.2 0.1 -0.3
H 3.238 -1.868 -3.501 0.0 -0.3 0.2
H -4.996 0.647 0.709 0.1 0.2 0.3
H 2.508 -2.587 0.959 0.2 0.5 -0.1
H -0.134 2.348 5.167 0.1 0.2 0.1
H -2.986 -3.332 -3.552 -0.6 -0.2 -0.1
H -0.613 5.343 3.184 0.5 0.4 -0.1
H -3.175 1.286 -1.899 -0.2 0.2 0.4
H 7.069 0.853 -2.150 0.0 0.1 0.1
H 1.326 -4.834 -2.614 0.4 0.1 0.1
H -0.495 2.969 -6.160 -0.2 0.4 0.1
H 0.451 0.777 4.712 0.3 -0.2 0.2
H 1.588 0.344 -5.368 0.1 -0.5 0.5
H -4.607 -2.344 4.704 -0.2 -0.1 0.0
H 3.742 1.302 5.979 0.1 0.0 0.0
H -4.431 6.219 1.813 0.1 -0.3 0.1
H 4.075 -2.787 1.810 0.1 -0.1 -0.3
H -0.904 -5.352 2.559 0.2 0.0 0.5
H 3.339 3.596 6.379 0.3 -0.4 0.1
H 3.762 1.746 -4.290 0.0 -0.1 -0.3
H -3.296 0.954 5.814 -0.1 -0.3 -0.1
H 0.309 4.787 4.612 -0.3 -0.5 -0.2
H 0.477 -6.301 -2.314 -0.1 -0.1 0.2
H -1.941 8.400 1.570 -0.1 -0.1 -0.3
H 2.683 -7.778 -0.322 -0.2 -0.4 0.4
H -6.771 -0.840 -0.667 -0.2 0.1 0.3
H -1.053 -4.767 0.991 0.5 0.2 -0.5
H 2.553 3.934 4.898 -0.2 -0.2 -0.2
H 0.987 2.170 3.812 0.2 0.1 0.0
H -0.835 -3.504 4.647 -0.3 -0.6 -0.4
H -6.890 0.057 -2.130 0.4 0.1 -0.2
H -0.036 -2.524 1.796 -0.6 0.4 0.0
H 3.894 -5.890 0.192 0.1 0.3 0.0
H -4.021 5.567 0.188 -0.2 -0.1 0.0
H -1.505 -5.873 -5.711 0.1 -0.1 0.1
H -4.458 -6.400 -5.188 -0.6 0.6 0.1
H 3.520 -4.552 -0.986 0.7 0.4 0.4
H 3.630 -1.314 -5.066 0.5 0.0 -0.2
H -0.559 -0.837 -4.938 0.4 -0.1 -0.5
H -6.974 0.945 -0.656 0.4 0.1 0.3
H 3.437 0.742 -1.720 -0.2 0.1 -0.6
H 1.858 -0.977 2.539 -0.4 0.7 0.3
H 2.899 -6.531 -1.996 0.3 -0.2 -0.1
H 5.289 0.112 -3.128 0.3 -0.3 -0.2
H -2.376 1.204 4.332 0.0 0.2 0.0
H -4.588 -0.860 -1.515 0.1 0.4 -0.7
H 1.677 1.647 6.773 -0.2 0.2 0.3
```
Forces are in eV/Å.